Entry 1
{"formula": "C3H8NOS", "method": "wB97M-V/def2-TZVPD", "smiles": "[NH3+][C@@H](C=O)CS", "homo_lumo_gap_ha": 0.343, "charge": 1, "symbols": ["O", "C", "C", "C", "S", "N", "H", "H", "H", "H", "H", "H", "H", "H"], "positions_angstrom": [[-0.06321, 2.04485, 0.34287], [0.17913, 1.30600, -0.56499], [-0.64971, -0.01621, -0.59073], [-0.22729, -1.10240, 0.36488], [1.57959, -1.29020, 0.35697], [-2.06029, 0.41584, -0.37385], [0.89112, 1.49396, -1.37509], [-0.60258, -0.44021, -1.59841], [-0.67031, -2.06798, 0.12229], [-0.58688, -0.93793, 1.38817], [1.87358, -0.09321, 0.83142], [-2.71920, -0.36008, -0.25794], [-2.43758, 0.97929, -1.13719], [-2.21119, 0.96151, 0.48892]], "mulliken_charge": [-0.41, -0.24, 0.29, -0.90, -0.15, -0.38, 0.44, 0.29, 0.42, 0.39, 0.17, 0.36, 0.35, 0.36]}



Entry 2
{"formula": "C3H8NOS", "method": "wB97M-V/def2-TZVPD", "homo_lumo_gap_ha": 0.140, "charge": 1, "symbols": ["C", "C", "C", "N", "O", "S", "H", "H", "H", "H", "H", "H", "H", "H"], "positions_angstrom": [[0.15759, -4.20575, 1.71756], [-1.08816, -4.56893, 1.37757], [0.70520, 4.31823, -0.94032], [1.50879, 4.50530, -1.93780], [-2.38147, -4.01102, 1.41405], [-3.64635, -5.01648, 1.47327], [1.04441, -4.89874, 1.41618], [0.33617, -3.30225, 2.12305], [-0.99085, -5.62068, 1.23292], [0.59675, 3.23926, -0.71831], [0.12265, 5.19373, -0.57574], [1.49356, 5.44239, -2.37147], [2.20983, 3.90290, -2.24714], [-4.39369, -4.28223, 0.70631]], "mulliken_charge": [-0.67, 0.09, 0.01, -0.14, -0.28, -0.04, 0.19, 0.34, 0.25, 0.28, 0.28, 0.30, 0.27, 0.13]}



The structure with the least stability is entry 2.



Entry 1
{"formula": "C16H32Cl16", "method": "wB97M-V/def2-TZVPD", "homo_lumo_gap_ha": 0.324, "symbols": ["Cl", "C", "C", "Cl", "H", "H", "H", "H", "Cl", "C", "C", "Cl", "H", "H", "H", "H", "Cl", "C", "C", "Cl", "H", "H", "H", "H", "Cl", "C", "C", "Cl", "H", "H", "H", "H", "Cl", "C", "C", "Cl", "H", "H", "H", "H", "Cl", "C", "C", "Cl", "H", "H", "H", "H", "Cl", "C", "C", "Cl", "H", "H", "H", "H", "Cl", "C", "C", "Cl", "H", "H", "H", "H"], "positions_angstrom": [[14.06351, -21.67501, 0.73994], [13.66500, -22.34965, -0.89367], [14.32237, -21.56527, -1.99089], [13.56233, -19.94547, -2.30142], [12.58273, -22.37672, -1.02035], [13.91212, -23.40326, -1.02395], [14.12816, -22.10866, -2.91562], [15.40630, -21.47866, -1.91557], [14.05499, -17.56895, -1.21240], [13.70614, -18.71812, 0.10198], [13.38255, -18.01462, 1.35830], [12.73399, -19.21840, 2.52874], [14.61570, -19.27002, 0.33903], [12.92744, -19.42175, -0.19237], [12.73153, -17.17032, 1.13154], [14.22286, -17.51283, 1.83806], [10.28058, -17.08030, 2.13767], [9.90822, -15.84648, 0.92308], [10.90196, -15.74065, -0.26768], [10.30493, -14.57255, -1.46085], [9.87914, -14.95472, 1.54919], [8.87225, -15.98532, 0.61387], [10.83598, -16.62852, -0.89651], [11.93294, -15.46156, -0.05024], [10.52810, -18.07459, -1.88383], [11.09977, -19.77444, -2.16458], [9.92786, -20.77211, -2.19944], [8.71173, -20.37591, -3.47530], [11.92313, -19.96119, -1.47516], [11.50844, -19.71312, -3.17321], [9.38859, -20.75727, -1.25231], [10.30207, -21.77877, -2.38576], [12.69561, -11.94269, -3.43748], [12.21791, -13.54846, -2.79712], [13.04329, -13.82834, -1.54966], [12.79865, -12.56670, -0.29326], [12.36639, -14.24741, -3.62024], [11.15942, -13.56849, -2.53768], [14.10843, -13.78942, -1.77783], [12.83450, -14.82445, -1.15944], [11.06660, -16.12237, -5.03572], [11.96165, -16.78503, -6.40562], [11.18078, -16.92427, -7.69458], [12.30749, -17.29738, -9.01280], [12.49488, -17.71343, -6.20105], [12.75752, -16.04598, -6.49790], [10.74387, -15.95447, -7.93271], [10.35004, -17.62945, -7.66796], [12.01323, -16.04169, -2.19787], [13.29605, -16.56848, -3.40486], [13.08176, -18.04171, -3.72011], [14.31396, -18.64104, -4.81216], [14.29868, -16.44686, -2.99494], [13.08994, -15.95208, -4.27989], [12.11736, -18.27622, -4.17070], [13.03333, -18.62294, -2.79927], [16.13922, -20.37201, -3.80619], [15.77624, -20.49706, -5.58309], [16.80891, -19.65568, -6.36337], [18.37564, -20.35994, -6.08924], [14.79349, -20.04539, -5.71840], [15.78539, -21.52820, -5.93632], [16.71889, -18.61192, -6.06246], [16.57211, -19.63402, -7.42713]], "mulliken_charge": [-0.15, -0.47, -1.06, 0.22, 0.14, 0.47, 0.48, 0.49, -0.03, -0.11, 0.16, -0.19, 0.50, -0.19, -0.39, 0.41, -0.17, -0.72, 0.46, -0.34, 0.40, 0.41, -0.38, 0.31, -0.15, 1.36, -0.64, -0.21, -1.20, 0.26, 0.42, 0.35, -0.24, 0.33, 0.81, -0.18, -0.20, 0.17, 0.46, -0.92, -0.07, -0.15, -0.50, -0.21, 0.11, 0.43, 0.34, 0.34, 0.21, -2.83, 2.09, -0.29, 0.87, 0.75, 0.48, -2.40, -0.20, -0.56, -0.37, -0.17, 0.38, 0.47, 0.25, 0.38]}



Entry 2
{"formula": "C16H32Cl16", "method": "wB97M-V/def2-TZVPD", "smiles": "ClCCCl.ClCCCl.ClCCCl.ClCCCl.ClCCCl.ClCCCl.ClCCCl.ClCCCl", "homo_lumo_gap_ha": 0.386, "symbols": ["Cl", "C", "C", "Cl", "H", "H", "H", "H", "Cl", "C", "C", "Cl", "H", "H", "H", "H", "Cl", "C", "C", "Cl", "H", "H", "H", "H", "Cl", "C", "C", "Cl", "H", "H", "H", "H", "Cl", "C", "C", "Cl", "H", "H", "H", "H", "Cl", "C", "C", "Cl", "H", "H", "H", "H", "Cl", "C", "C", "Cl", "H", "H", "H", "H", "Cl", "C", "C", "Cl", "H", "H", "H", "H"], "positions_angstrom": [[-0.55396, 5.20601, -2.34148], [-1.00815, 4.95265, -0.65287], [-2.41574, 5.24077, -0.37395], [-3.61467, 4.26807, -1.25635], [-0.41198, 5.64050, -0.05317], [-0.73487, 3.94154, -0.38056], [-2.60931, 6.29999, -0.54819], [-2.56759, 5.09047, 0.69410], [-3.70191, -6.19799, 0.20117], [-3.58237, -4.45923, 0.59285], [-2.19558, -4.15818, 1.00134], [-1.98875, -2.38438, 0.99884], [-4.29169, -4.23656, 1.37593], [-3.84096, -3.91369, -0.30699], [-1.49078, -4.55071, 0.28264], [-1.99398, -4.52127, 1.99835], [0.24376, -5.76903, -1.85126], [-0.73858, -4.52300, -2.70418], [-0.09762, -3.14554, -2.53389], [-1.28172, -1.89771, -3.05986], [-1.74671, -4.54483, -2.30799], [-0.75951, -4.81239, -3.74747], [0.74685, -3.02870, -3.19652], [0.13591, -2.94965, -1.49667], [1.40390, 1.27245, -1.14331], [0.69316, 1.00317, 0.49610], [0.76720, -0.42115, 0.89468], [2.43677, -1.01120, 1.08135], [-0.32443, 1.37968, 0.44021], [1.23153, 1.66809, 1.17842], [0.29693, -1.08140, 0.16913], [0.22684, -0.65127, 1.80742], [4.39571, -5.11301, -1.93937], [4.92926, -3.42258, -2.27500], [4.11394, -2.48524, -1.44409], [4.72449, -0.81322, -1.57065], [4.75260, -3.25321, -3.33665], [5.98667, -3.29581, -2.08646], [4.20540, -2.77819, -0.39881], [3.06281, -2.49800, -1.69484], [4.50103, 0.28584, 6.40036], [3.59658, 1.34194, 5.27100], [3.06302, 0.57474, 4.06264], [1.65030, -0.45632, 4.48891], [4.26106, 2.13969, 4.93941], [2.78167, 1.81132, 5.81988], [3.84293, -0.03764, 3.63398], [2.70632, 1.27908, 3.31632], [-4.59999, 2.20422, -5.30062], [-3.12695, 2.96859, -4.63924], [-1.87614, 2.33818, -5.17021], [-1.74692, 2.47498, -6.94701], [-3.24189, 2.93708, -3.55654], [-3.17616, 4.01500, -4.93592], [-1.72817, 1.31706, -4.84320], [-1.03832, 2.91280, -4.76548], [-1.83978, 0.84194, 2.73300], [-1.55589, 1.72853, 4.24110], [-0.46919, 2.71516, 4.00207], [-0.86211, 3.79505, 2.62667], [-1.20322, 1.00295, 4.96782], [-2.48654, 2.18151, 4.55111], [0.45481, 2.20184, 3.75311], [-0.30929, 3.38020, 4.83890]], "mulliken_charge": [-0.18, 0.13, -0.30, -0.17, 0.37, -0.31, 0.36, 0.16, -0.19, -0.51, -0.22, -0.17, 0.40, 0.30, -0.02, 0.40, -0.20, -0.53, -0.15, -0.17, 0.25, 0.41, 0.33, 0.03, -0.20, -0.20, 0.24, -0.23, 0.19, 0.10, -0.14, 0.19, -0.19, -0.51, -0.16, -0.17, 0.32, 0.37, 0.30, 0.07, -0.19, -0.50, -0.32, -0.16, 0.38, 0.28, 0.50, 0.02, -0.21, -0.13, -0.14, -0.19, -0.04, 0.33, 0.21, 0.16, -0.11, -0.54, -0.05, -0.13, 0.27, 0.41, -0.23, 0.41]}



The structure with the least stability is entry 1.



Entry 1
{"formula": "C16H32Cl16", "method": "wB97M-V/def2-TZVPD", "smiles": "ClCCCl.ClCCCl.ClCCCl.ClCCCl.ClCCCl.ClCCCl.ClCCCl.ClCCCl", "homo_lumo_gap_ha": 0.390, "symbols": ["Cl", "C", "C", "Cl", "H", "H", "H", "H", "Cl", "C", "C", "Cl", "H", "H", "H", "H", "Cl", "C", "C", "Cl", "H", "H", "H", "H", "Cl", "C", "C", "Cl", "H", "H", "H", "H", "Cl", "C", "C", "Cl", "H", "H", "H", "H", "Cl", "C", "C", "Cl", "H", "H", "H", "H", "Cl", "C", "C", "Cl", "H", "H", "H", "H", "Cl", "C", "C", "Cl", "H", "H", "H", "H"], "positions_angstrom": [[6.06090, -3.76700, 15.80976], [6.57093, -2.14374, 15.17067], [7.33338, -2.36754, 13.84677], [8.00013, -0.87648, 13.11713], [7.10247, -1.65763, 15.98876], [5.65101, -1.56306, 15.10261], [6.63660, -2.84261, 13.15620], [8.16068, -3.05570, 14.02029], [1.41401, -7.84296, 13.38885], [2.76313, -6.77017, 13.27931], [2.80960, -5.77203, 14.50080], [1.58300, -4.39357, 14.56341], [2.72685, -6.27510, 12.30891], [3.58058, -7.48988, 13.23580], [3.80374, -5.32504, 14.50059], [2.74954, -6.36144, 15.41573], [1.17564, -1.08651, 12.21439], [1.53793, 0.56779, 11.67632], [1.77170, 1.46987, 12.86815], [3.28881, 1.04348, 13.77401], [0.66712, 0.82568, 11.07357], [2.43665, 0.44284, 11.07233], [0.99726, 1.28734, 13.61314], [1.86532, 2.50172, 12.52961], [5.42126, 0.43998, 9.53445], [5.80375, 1.08980, 11.16984], [5.09837, 2.44321, 11.24179], [5.76767, 3.61379, 10.16872], [6.89201, 1.14528, 11.19646], [5.53126, 0.36432, 11.93634], [5.16863, 2.87884, 12.23848], [4.04590, 2.48852, 10.96189], [2.04245, 2.39131, 8.75308], [1.79297, 1.35784, 7.30069], [1.01727, 0.06529, 7.73024], [2.04237, -1.02038, 8.71535], [2.78652, 1.07277, 6.95471], [1.34147, 1.95672, 6.50975], [0.61322, -0.42282, 6.84334], [0.18666, 0.35295, 8.37479], [3.05701, -5.22100, 9.51402], [4.20524, -3.88727, 9.34281], [4.11309, -2.92354, 10.51962], [4.29493, -3.64489, 12.14714], [4.09897, -3.46109, 8.34522], [5.21003, -4.30048, 9.43077], [3.10142, -2.51946, 10.48291], [4.84711, -2.11793, 10.53720], [7.96629, -10.71403, 7.59355], [7.28783, -9.03570, 7.19773], [6.68086, -8.37983, 8.45709], [6.13258, -6.75302, 7.97661], [6.56445, -9.10068, 6.38495], [8.14428, -8.44673, 6.86953], [7.42973, -8.20257, 9.22902], [5.85256, -8.95160, 8.87554], [8.05006, -4.11592, 10.90064], [9.18429, -3.77671, 9.53457], [8.49840, -3.75025, 8.13938], [7.15797, -2.50710, 8.10243], [9.85018, -4.63965, 9.52987], [9.84933, -2.94373, 9.76252], [8.08971, -4.74399, 7.95621], [9.16395, -3.40364, 7.34880]], "mulliken_charge": [-0.21, -0.33, 0.14, -0.20, 0.41, 0.13, -0.36, 0.42, -0.21, 0.00, -0.24, -0.16, -0.07, 0.30, 0.00, 0.41, -0.12, 0.10, -0.58, -0.17, 0.24, -0.21, 0.45, 0.32, -0.15, -0.22, -0.13, -0.19, 0.45, -0.01, 0.38, -0.20, -0.15, -0.43, -0.74, 0.01, 0.26, 0.39, 0.38, 0.30, -0.22, 0.03, 0.07, -0.07, 0.44, -0.11, -0.05, -0.11, -0.22, -0.42, -0.48, -0.17, 0.34, 0.29, 0.27, 0.39, -0.11, -0.50, -0.28, -0.11, 0.30, 0.34, 0.00, 0.38]}



Entry 2
{"formula": "C16H32Cl16", "method": "wB97M-V/def2-TZVPD", "homo_lumo_gap_ha": 0.309, "symbols": ["Cl", "C", "C", "Cl", "H", "H", "H", "H", "Cl", "C", "C", "Cl", "H", "H", "H", "H", "Cl", "C", "C", "Cl", "H", "H", "H", "H", "Cl", "C", "C", "Cl", "H", "H", "H", "H", "Cl", "C", "C", "Cl", "H", "H", "H", "H", "Cl", "C", "C", "Cl", "H", "H", "H", "H", "Cl", "C", "C", "Cl", "H", "H", "H", "H", "Cl", "C", "C", "Cl", "H", "H", "H", "H"], "positions_angstrom": [[-0.26047, 0.40211, -5.15541], [-1.79896, 0.41785, -4.29574], [-1.50183, 0.80497, -2.86227], [-0.53622, -0.40738, -1.96865], [-2.22844, -0.58373, -4.31825], [-2.42657, 1.16119, -4.78732], [-2.44252, 1.02010, -2.35540], [-0.95201, 1.73922, -2.74834], [0.15822, 2.25707, -1.44783], [1.26362, 1.83126, -2.86649], [1.52291, 3.24590, -3.54297], [2.17867, 2.92459, -5.21820], [0.86054, 1.12574, -3.59303], [2.21198, 1.39883, -2.54754], [2.24499, 3.86525, -3.01089], [0.51519, 3.63611, -3.68559], [1.22120, 3.62543, 0.22821], [1.64130, 2.94626, 1.86726], [1.77996, 1.43132, 1.83357], [2.08562, 0.76313, 3.42631], [0.85625, 3.16428, 2.59132], [2.55010, 3.46571, 2.17118], [2.56207, 1.02870, 1.18990], [0.85703, 0.98514, 1.46314], [-0.52615, -1.95444, 0.91795], [0.43470, -0.59353, 0.28194], [-0.50881, 0.64093, 0.04147], [-1.18649, 1.11140, 1.68606], [0.79186, -0.88061, -0.70706], [1.18850, -0.38978, 1.04245], [-1.34258, 0.34038, -0.59303], [-0.03433, 1.50668, -0.42056], [-1.28212, -1.39726, 3.44178], [0.49502, -1.24658, 3.17839], [1.27232, -1.33696, 4.52060], [1.11303, 0.06778, 5.50342], [0.65865, -0.29236, 2.67759], [0.66154, -2.08956, 2.50775], [2.32714, -1.56019, 4.36045], [0.89228, -2.21421, 5.04414], [-1.76620, 2.76214, 4.06634], [-1.41743, 1.03475, 3.97471], [-2.71361, 0.17167, 4.25704], [-3.29853, 0.30288, 5.94652], [-0.70464, 0.67858, 4.71846], [-0.92796, 0.88128, 3.01296], [-2.52196, -0.89394, 4.13114], [-3.47964, 0.48774, 3.54895], [1.95268, -1.50454, -4.31371], [2.10471, -0.84495, -2.71637], [2.06315, -1.90034, -1.58953], [0.43221, -2.64375, -1.41427], [1.34966, -0.07020, -2.58305], [3.04253, -0.29139, -2.67016], [2.40192, -1.53562, -0.61984], [2.75426, -2.69371, -1.87418], [-3.50122, -1.94862, -0.27087], [-1.90863, -2.77527, -0.58316], [-1.99343, -3.62625, -1.84012], [-2.94643, -5.17534, -1.58974], [-1.46338, -3.29114, 0.26756], [-1.19564, -1.99107, -0.83766], [-1.05322, -4.00126, -2.24444], [-2.52639, -3.09239, -2.62691]], "mulliken_charge": [-0.06, -0.55, -0.57, 0.47, 0.27, 0.45, 0.68, 0.21, -0.47, 0.40, -0.48, -0.20, -0.53, 0.24, 0.38, 0.31, -0.20, -0.56, 2.04, -0.21, 0.24, 0.44, 0.40, -3.21, -0.29, 0.15, 0.22, -0.06, -0.97, 1.06, 0.80, -0.68, -0.19, 1.78, -0.68, -0.25, -2.19, 0.99, 0.48, 0.47, -0.15, 0.78, 0.07, -0.24, -0.17, -0.72, -0.08, 0.44, -0.17, 2.05, -0.57, 0.07, -2.09, 0.51, 0.27, 0.66, -0.20, 0.09, -0.43, -0.23, 0.52, -1.16, 0.38, 0.25]}



The structure with the least stability is entry 2.